{
  "formula": "C42H60F24N2O19",
  "method": "ωB97M-V/def2-TZVPD",
  "species": ["C", "C", "N", "H", "H", "H", "C", "C", "N", "H", "H", "H", "C", "O", "C", "C", "O", "C", "C", "O", "C", "H", "H", "H", "H", "H", "H", "H", "H", "H", "H", "H", "H", "H", "H", "C", "C", "O", "C", "O", "C", "F", "F", "F", "H", "H", "H", "H", "H", "C", "C", "O", "C", "O", "C", "F", "F", "F", "H", "H", "H", "H", "H", "C", "C", "O", "C", "O", "C", "F", "F", "F", "H", "H", "H", "H", "H", "C", "C", "O", "C", "O", "C", "F", "F", "F", "H", "H", "H", "H", "H", "C", "C", "O", "C", "O", "C", "F", "F", "F", "H", "H", "H", "H", "H", "C", "C", "O", "C", "O", "C", "F", "F", "F", "H", "H", "H", "H", "H", "C", "C", "O", "C", "O", "C", "F", "F", "F", "H", "H", "H", "H", "H", "C", "C", "O", "C", "O", "C", "F", "F", "F", "H", "H", "H", "H", "H"],
  "positions_angstrom": [[-4.6205, 0.4471, -0.6634], [-4.5717, -1.0241, -0.5512], [-4.5390, -2.1697, -0.4921], [-5.6302, 0.7756, -0.4170], [-4.4523, 0.6629, -1.7175], [-3.9258, 0.9166, 0.0244], [-1.2817, -4.5314, 2.1213], [-0.3497, -3.9580, 3.0849], [0.3873, -3.5548, 3.8650], [-0.6476, -5.1022, 1.4421], [-1.8986, -3.8054, 1.5955], [-2.0003, -5.1484, 2.6617], [-1.0856, -1.9763, -3.2440], [-1.6341, -3.2586, -3.2162], [-1.8373, -3.8517, -1.9501], [-1.9818, -5.3372, -2.2500], [-3.0193, -5.8059, -3.0807], [-4.1812, -5.0303, -3.0877], [-5.4013, -5.8106, -3.5392], [-5.6550, -6.9733, -2.7680], [-6.4061, -6.7100, -1.5920], [-0.7873, -1.7107, -4.2579], [-0.1343, -1.9453, -2.6907], [-1.6823, -1.1516, -2.8407], [-2.7074, -3.5204, -1.3738], [-0.9538, -3.6605, -1.3270], [-2.0215, -5.8124, -1.2598], [-1.0428, -5.6886, -2.6756], [-4.1014, -4.1951, -3.8007], [-4.3890, -4.5265, -2.1357], [-5.2940, -6.2507, -4.5338], [-6.2518, -5.1252, -3.6351], [-7.2386, -6.0496, -1.8683], [-5.8267, -6.0476, -0.9342], [-6.7120, -7.6130, -1.0795], [2.6671, -6.0770, -4.6138], [1.6630, -4.9334, -4.4600], [2.0810, -3.9209, -3.5354], [2.1729, -4.2170, -2.2611], [1.8881, -5.2767, -1.7815], [2.5690, -3.0297, -1.3968], [3.5416, -3.2680, -0.5442], [2.8731, -1.9631, -2.1415], [1.4515, -2.6478, -0.7293], [2.8359, -6.5854, -3.6664], [3.6329, -5.6428, -4.8826], [2.2879, -6.7438, -5.3836], [0.6982, -5.3962, -4.2540], [1.5878, -4.4629, -5.4368], [-1.3330, -0.9368, 0.5657], [-1.0421, 0.4745, 0.9866], [0.1158, 1.0107, 0.3111], [-0.0800, 1.5770, -0.8514], [-1.1242, 1.6559, -1.4315], [1.2334, 2.1346, -1.4246], [1.0597, 3.4369, -1.7249], [2.2168, 2.0398, -0.5301], [1.6032, 1.5403, -2.5646], [-1.7976, -0.8992, -0.4199], [-1.9921, -1.4673, 1.2497], [-0.4247, -1.5415, 0.5528], [-0.8499, 0.5509, 2.0547], [-1.8742, 1.1496, 0.7864], [3.9966, -0.4408, 1.4682], [3.9659, 0.3161, 2.7573], [2.6570, 0.1423, 3.3332], [2.3895, 0.6412, 4.5225], [3.1347, 1.2412, 5.2356], [0.9183, 0.3268, 4.9007], [0.8095, 0.0264, 6.1985], [0.1768, 1.4341, 4.6873], [0.4055, -0.6668, 4.1774], [3.1530, -0.1440, 0.8286], [3.8999, -1.5254, 1.4197], [4.8187, -0.1789, 0.7965], [4.0522, 1.3898, 2.5909], [4.7350, 0.0042, 3.4633], [-5.7720, -3.8259, 6.5994], [-5.8073, -2.3231, 6.3373], [-4.9908, -2.0488, 5.1928], [-4.1691, -1.0209, 5.1672], [-3.9714, -0.2394, 6.0469], [-3.5779, -0.8573, 3.7451], [-2.4062, -1.5058, 3.6574], [-4.3917, -1.3369, 2.8234], [-3.2928, 0.4177, 3.5118], [-4.8515, -4.1021, 7.1030], [-5.9286, -4.3322, 5.6481], [-6.6651, -4.0547, 7.1830], [-5.5154, -1.7160, 7.1940], [-6.8034, -1.9781, 6.0481], [-2.2138, 4.8484, -1.2529], [-3.4055, 4.4390, -2.1209], [-3.2426, 3.1895, -2.7922], [-2.5828, 3.1663, -3.9252], [-2.0808, 4.0959, -4.4701], [-2.4768, 1.7521, -4.5263], [-1.2538, 1.2728, -4.3734], [-3.2825, 0.8781, -3.9106], [-2.7681, 1.8156, -5.8084], [-1.9343, 3.9989, -0.6188], [-2.4963, 5.5968, -0.5148], [-1.3092, 5.0264, -1.8310], [-3.7105, 5.1915, -2.8470], [-4.2455, 4.3044, -1.4404], [-0.5149, 8.6147, 1.5675], [0.2787, 7.3744, 1.2906], [-0.1044, 6.4117, 2.2996], [0.2287, 5.1572, 2.0695], [0.8791, 4.8067, 1.1277], [-0.1020, 4.1551, 3.1670], [-0.3725, 2.9783, 2.5837], [0.9840, 3.9424, 3.9119], [-1.1230, 4.5378, 3.9255], [-1.5658, 8.3343, 1.4699], [-0.2181, 9.4642, 0.9575], [-0.3798, 8.9409, 2.6010], [1.3490, 7.5650, 1.3817], [0.0477, 6.9352, 0.3206], [4.5430, 1.0977, -2.7297], [5.9402, 0.8414, -2.1702], [6.0067, -0.5690, -1.9288], [6.9119, -0.9746, -1.0310], [7.6501, -0.2915, -0.4006], [6.9231, -2.5206, -0.8955], [6.1956, -3.0735, -1.8737], [8.1572, -2.9788, -0.9933], [6.4314, -2.8801, 0.3037], [3.8859, 0.6676, -1.9766], [4.4296, 0.6968, -3.7342], [4.2647, 2.1490, -2.8206], [6.1718, 1.4175, -1.2730], [6.6913, 1.1832, -2.8874], [4.1917, 3.9068, 1.0644], [4.7557, 4.5969, -0.1804], [5.5308, 5.7435, 0.1468], [4.8972, 6.8161, 0.5570], [3.7103, 6.9118, 0.6954], [5.8148, 7.9888, 0.9813], [7.0777, 7.5396, 1.0359], [5.7098, 8.9765, 0.1078], [5.4988, 8.4418, 2.1766], [4.9142, 3.9364, 1.8854], [3.9245, 2.8657, 0.9131], [3.3435, 4.4797, 1.4366], [3.9213, 4.7172, -0.8734], [5.3669, 3.8601, -0.7001]],
  "forces_ev_per_a": [[-0.5953, -0.9135, -0.2065], [-0.0309, 0.4449, 0.1655], [-0.0218, -0.0046, 0.0309], [0.0048, -0.0053, 0.0547], [0.3515, 0.4314, 0.1621], [0.2271, 0.0473, -0.2274], [0.0644, -0.1214, 0.2461], [-0.3363, 0.3225, 0.0931], [0.1351, 0.0041, 0.0267], [-0.5038, -0.1966, -0.2353], [0.3860, 0.2704, -0.1045], [0.2501, -0.3415, -0.1026], [1.1615, 0.5861, 0.3415], [-0.6022, 0.4475, -0.3356], [0.0063, -0.4486, -0.7154], [0.8790, -0.3832, 1.1411], [0.1269, 0.2828, 0.0476], [-0.8819, 0.9059, -0.3957], [0.4645, -1.1056, -0.3885], [-0.6553, -0.1259, 0.5429], [0.5589, 1.6936, -0.4839], [-0.4079, -0.2125, -0.1845], [-0.0541, -0.1002, 0.2058], [-0.4788, -0.2828, 0.0015], [-0.0357, 0.5525, -0.4167], [0.0578, -0.3593, 0.0965], [-0.3216, -0.2337, 0.0539], [-0.0242, -0.0155, -0.2572], [0.2327, -0.0218, -0.0250], [0.0635, -0.3931, 0.1970], [0.5068, 0.3879, -0.1370], [-0.1518, -0.0336, 0.4607], [-0.4960, -0.5267, 0.1056], [0.1403, -0.4335, 0.3608], [0.0317, -0.1488, -0.1931], [0.4106, 0.9324, 0.6385], [0.2199, -1.4436, -0.8288], [0.0821, 0.7283, -0.3754], [-0.4776, -1.3401, -0.3630], [0.0906, -0.0536, 0.5212], [-0.9013, 1.3709, -0.4802], [0.0340, -0.2319, 0.1292], [0.6369, 0.0469, -0.0827], [0.1961, -0.4124, 0.5004], [-0.2880, -0.2759, -0.1289], [-0.0055, -0.2150, -0.3616], [0.1948, -0.1374, 0.0135], [-0.1761, 0.5978, 0.6318], [-0.0841, 0.5090, 0.2394], [0.0834, -0.2258, -0.4258], [-0.4677, 0.2696, 0.7815], [0.4347, -0.1641, 0.4337], [-0.2612, -0.5576, -0.0079], [-0.1349, 0.2363, -0.3913], [-0.0047, 0.9191, -0.2265], [0.0174, -0.2427, 0.2088], [0.1797, -0.0450, -0.2956], [-0.2368, -0.2990, 0.3512], [0.1371, -0.4100, -0.0617], [-0.2511, 0.3773, 0.0561], [0.1119, 0.1768, -0.2030], [0.4106, -0.0119, -0.0947], [-0.0427, -0.0799, -0.0967], [-0.7969, 0.0024, -2.1089], [0.0772, 0.2561, 0.3007], [-0.4489, -0.5613, -0.2406], [0.2612, -0.3389, -0.0606], [-0.0164, 0.1787, 0.1484], [-0.1753, 0.2341, 0.2335], [0.1536, -0.0577, -0.3187], [0.0320, -0.2835, -0.0043], [0.0126, 0.2354, 0.1831], [-0.2115, 0.2731, 0.3790], [0.3194, -0.0509, 0.9597], [0.4641, 0.0968, 0.5970], [0.3496, -0.0306, -0.0850], [-0.1038, -0.0142, 0.0960], [-0.7623, 0.9572, -0.2660], [-0.4299, -0.0153, 0.2843], [0.4562, -0.3967, -0.5835], [-0.7751, 0.4724, 0.1917], [0.3550, 0.0785, 0.0409], [0.8527, -0.1958, 0.8500], [0.0409, -0.4497, 0.0242], [-0.2210, 0.1344, -0.5293], [-0.4180, 0.3933, -0.2762], [-0.0499, -0.2938, -0.0559], [0.3831, -0.1766, 0.0158], [0.2895, -0.1736, 0.3658], [0.3107, -0.1079, -0.0864], [-0.0263, -0.2186, 0.0392], [0.1938, -1.3645, 0.0048], [-0.1721, 0.8707, 0.7260], [-0.3695, -0.6931, 0.4634], [0.1781, 0.0586, 0.2499], [0.3404, 0.5682, -0.4373], [-0.1771, 0.0303, 0.9585], [0.7961, 0.0306, -0.2339], [-0.5212, -0.0726, -0.1999], [-0.2038, -0.2308, -0.5850], [-0.1944, -0.1615, -0.1369], [0.0909, 0.5369, -0.4966], [-0.1272, 0.6474, 0.0097], [0.2867, 0.0800, -0.0580], [-0.1327, -0.2927, -0.2003], [-0.4538, -0.1092, 0.6776], [0.4848, 0.1740, -0.0973], [-0.6460, -0.3717, 0.7792], [1.0701, 1.0112, -0.6279], [-0.0487, -0.6015, -0.4573], [-0.0002, -0.4437, -0.1489], [-0.5341, 0.1735, -0.0071], [-0.0030, 0.4470, 0.3297], [0.0836, -0.2087, 0.1079], [-0.0814, 0.5392, -0.2274], [-0.1774, -0.2039, -0.3674], [0.0992, -0.1397, 0.0226], [0.0043, -0.2970, -0.1521], [0.1827, 0.1128, -0.0515], [0.3371, 0.1587, 0.7115], [-0.2708, 1.2950, -0.7489], [0.6024, -0.2551, 0.3519], [-0.4311, -0.1974, -0.5852], [0.3585, 0.3596, 0.3693], [-0.5563, 0.3684, -0.1585], [-0.0485, -0.2667, 0.3363], [0.4060, -0.1025, 0.0515], [0.0015, 0.0417, -0.4327], [-0.4520, -0.2116, -0.5220], [-0.1506, -0.4737, 0.2040], [0.4237, 0.1272, 0.2254], [-0.3238, -0.3019, 0.2583], [0.2292, -0.5960, -0.0464], [0.2914, 0.9468, 0.7915], [-1.0479, -2.2476, 0.2110], [0.7052, 0.1130, -0.6330], [-1.0558, -0.0025, 0.7073], [-0.1850, 0.2542, -0.1936], [0.5844, -1.3755, -0.3447], [0.1683, 0.5046, -0.1366], [0.1568, 0.3688, -0.3039], [-0.3503, 0.1763, 0.4411], [0.2447, -0.1099, -0.1805], [-0.1046, 0.0866, -0.3291], [-0.2284, -0.3034, -0.1265], [0.0617, 1.0886, 0.0400], [0.7846, 0.5298, 0.0974]],
  "e_homo_ev": -9.41,
  "e_lumo_ev": 0.27,
  "multiplicity": 1,
  "e_tot_ha": -5572.2691,
  "smiles": "CCOC(=O)C(F)(F)F.CCOC(=O)C(F)(F)F.CCOC(=O)C(F)(F)F.CCOC(=O)C(F)(F)F.CCOC(=O)C(F)(F)F.CCOC(=O)C(F)(F)F.CCOC(=O)C(F)(F)F.CCOC(=O)C(F)(F)F.COCCOCCOC.CC#N.CC#N",
  "mol_weight_g_mol": 1352.889
}